Entry 1:
DFT (ωB97M-V/def2-TZVPD) results for a 9-piece molecular cluster, C24H72N6O9 overall.

Structure (XYZ):
```
111
Properties=species:S:1:pos:R:3:lowdin_charge:R:1
C -6.4408 -6.6532 1.7611 -0.071
C -7.2861 -5.3968 1.5755 -0.426
C -6.8916 -4.3471 0.4208 -0.111
O -5.4832 -3.9932 0.7087 -0.211
C -4.7415 -3.1054 -0.0596 -0.149
N -8.6438 -5.9083 1.4218 0.016
H -6.9029 -7.4195 2.3835 0.075
H -5.4564 -6.5407 2.2154 0.076
H -6.4473 -7.1219 0.7771 0.076
H -7.2884 -4.8167 2.4983 0.128
H -7.4798 -3.4294 0.4261 0.114
H -6.9547 -4.8692 -0.5339 0.112
H -4.3703 -3.5275 -0.9935 0.082
H -3.8231 -2.9710 0.5119 0.082
H -5.0423 -2.0660 -0.1908 0.082
H -8.6586 -6.5585 0.6490 0.065
H -9.1867 -5.1098 1.1254 0.062
C 2.8596 -4.4962 -4.2209 -0.065
C 3.5921 -4.8394 -5.4825 -0.440
C 2.7099 -5.7645 -6.4227 -0.193
O 2.5057 -6.9849 -5.6796 -0.183
C 1.6659 -7.8527 -6.4943 -0.097
N 4.0745 -3.6065 -6.0838 0.016
H 3.0693 -5.2038 -3.4187 0.081
H 1.7874 -4.5212 -4.4156 0.083
H 3.1009 -3.5286 -3.7810 0.074
H 4.5099 -5.4092 -5.3376 0.128
H 3.2416 -6.0017 -7.3442 0.110
H 1.8427 -5.2029 -6.7700 0.120
H 0.6286 -7.5243 -6.5601 0.080
H 1.4750 -8.8330 -6.0577 0.081
H 2.1050 -7.9347 -7.4886 0.081
H 4.4872 -3.1134 -5.3049 0.058
H 4.8869 -3.7732 -6.6603 0.066
C 2.9067 3.4858 -5.9579 -0.066
C 2.3458 3.1445 -7.3349 -0.437
C 3.5342 3.0163 -8.3516 -0.215
O 4.3077 4.1862 -8.5490 -0.170
C 3.5704 5.1048 -9.3122 -0.130
N 1.5111 1.9579 -7.1896 0.037
H 3.5303 2.7169 -5.5018 0.080
H 2.1661 3.7262 -5.1951 0.074
H 3.5394 4.3621 -6.0987 0.075
H 1.7400 3.9542 -7.7416 0.123
H 3.1684 2.5099 -9.2449 0.116
H 4.3182 2.3663 -7.9632 0.124
H 2.9971 4.7694 -10.1764 0.092
H 4.3581 5.7974 -9.6086 0.092
H 2.8521 5.6568 -8.7061 0.080
H 1.4046 1.5266 -8.0966 0.062
H 2.1389 1.2811 -6.7797 0.066
C -2.1349 -5.4158 7.1076 -0.069
C -0.6545 -5.5243 6.6701 -0.435
C -0.2338 -4.3157 5.7752 -0.228
O 1.1278 -4.2899 5.4474 -0.189
C 1.4855 -3.2592 4.5046 -0.082
N 0.2340 -5.7987 7.7878 0.034
H -2.9103 -5.3775 6.3424 0.072
H -2.2482 -4.5254 7.7260 0.068
H -2.3041 -6.2360 7.8053 0.070
H -0.5603 -6.4409 6.0877 0.128
H -0.5726 -3.4747 6.3802 0.121
H -0.8617 -4.4707 4.8978 0.125
H 2.5566 -3.0586 4.4781 0.084
H 0.8878 -2.3712 4.7102 0.083
H 1.2414 -3.6176 3.5045 0.082
H 0.9119 -6.5173 7.5774 0.069
H 0.7693 -4.9788 8.0353 0.067
C 5.9619 5.0405 1.0755 -0.050
C 6.7080 5.8726 2.1458 -0.491
C 5.7857 6.3008 3.2915 -0.259
O 4.6991 7.0244 2.8814 -0.200
C 4.9889 8.3665 2.3241 -0.041
N 7.7532 5.1021 2.6400 0.033
H 5.7311 4.0063 1.3309 0.080
H 6.6851 4.9216 0.2687 0.070
H 5.0931 5.5561 0.6663 0.072
H 7.0729 6.7975 1.6992 0.131
H 6.3240 6.8879 4.0356 0.120
H 5.5230 5.4057 3.8553 0.128
H 5.6183 8.9411 3.0037 0.089
H 3.9792 8.7746 2.2805 0.086
H 5.4080 8.2564 1.3239 0.079
H 7.4264 4.2382 3.0488 0.082
H 8.1711 4.8838 1.7468 0.073
C -5.9399 5.3630 5.0170 -0.072
C -4.6047 4.7585 4.6548 -0.440
C -4.6709 3.3579 4.0539 -0.219
O -5.4374 2.5745 4.9610 -0.167
C -5.1379 1.1955 4.7892 -0.118
N -4.0685 5.6040 3.6171 0.012
H -5.7815 6.3442 5.4645 0.076
H -6.5650 4.7602 5.6758 0.073
H -6.5926 5.5598 4.1665 0.080
H -3.9027 4.7039 5.4868 0.145
H -3.6498 3.0792 3.7935 0.121
H -5.1168 3.3223 3.0599 0.124
H -5.5912 0.7409 5.6701 0.085
H -4.0884 0.9015 4.7717 0.085
H -5.5920 0.6529 3.9601 0.082
H -4.7161 5.6678 2.8447 0.069
H -3.9901 6.5592 3.9358 0.068
O -1.9927 1.8520 -3.2214 -0.055
H -1.3106 2.0240 -3.8706 0.027
H -2.0725 2.6720 -2.7341 0.027
O 1.0070 0.8324 0.3242 -0.053
H 0.3431 0.8639 -0.3646 0.024
H 0.9722 1.6982 0.7308 0.026
O 0.3790 5.4189 1.5195 -0.056
H 1.0632 5.8645 2.0191 0.026
H -0.4395 5.7873 1.8521 0.026
```

Properties
Orbital gap   9.30 eV
Relative energy (zero: lowest compared OMol25 entry of this formula, charge and spin)   422.4 kJ/mol
Energy   -1963.04115 a.u.


Entry 2:
DFT (ωB97M-V/def2-TZVPD) results for a 12-piece molecular cluster, C24H72O12S12 overall.

Structure (XYZ):
```
120
Properties=species:S:1:pos:R:3:lowdin_charge:R:1
C 4.2763 -2.2507 0.1437 -0.268
S 4.8117 -3.4986 -1.0770 0.825
O 4.1197 -3.0319 -2.3194 -0.558
C 6.5547 -3.0884 -1.2076 -0.275
H 4.8474 -1.3206 0.1768 0.064
H 4.3701 -2.5997 1.1794 0.035
H 3.2276 -2.0481 -0.0595 0.027
H 6.8113 -3.6816 -2.0911 0.046
H 7.2023 -3.3830 -0.3827 0.057
H 6.8139 -2.0553 -1.4455 0.062
C -4.8673 -1.3779 -5.3934 -0.251
S -5.0226 0.4300 -5.3184 0.823
O -6.4727 0.5729 -4.9474 -0.560
C -4.0913 0.6847 -3.8147 -0.287
H -5.6732 -1.6613 -6.0763 0.049
H -5.1507 -1.8409 -4.4519 0.028
H -3.9650 -1.8009 -5.8373 0.048
H -4.5669 0.0969 -3.0279 0.033
H -4.0678 1.7257 -3.4914 0.055
H -3.0358 0.4126 -3.8978 0.038
C -0.8413 3.4416 2.7805 -0.249
S -1.9463 3.6544 1.3703 0.804
O -3.3636 3.7910 1.8749 -0.560
C -1.3815 5.3454 0.9036 -0.215
H 0.1996 3.5129 2.4876 0.025
H -1.1519 2.4594 3.1379 0.027
H -1.1826 4.1876 3.5003 0.063
H -1.0949 5.8314 1.8418 0.048
H -2.2163 5.8100 0.3963 0.055
H -0.3999 5.2817 0.4313 0.016
C -4.2228 -3.7421 -2.1061 -0.236
S -4.5040 -3.3840 -0.3303 0.836
O -4.2408 -4.6924 0.3787 -0.576
C -3.0477 -2.2886 -0.0618 -0.267
H -3.1558 -3.8768 -2.2925 0.051
H -4.5638 -2.8801 -2.6737 0.018
H -4.7162 -4.6677 -2.3859 0.056
H -2.8632 -2.2177 1.0073 0.025
H -3.2489 -1.3944 -0.6478 0.021
H -2.1676 -2.7861 -0.4770 0.052
C 2.1018 -4.3923 2.3565 -0.252
S 3.0051 -4.3457 3.9377 0.797
O 1.9702 -4.1940 5.0137 -0.573
C 3.4516 -6.0799 4.0475 -0.267
H 1.7240 -3.3683 2.2359 0.015
H 1.2303 -5.0357 2.4357 0.068
H 2.7716 -4.4302 1.4956 0.036
H 2.5572 -6.6931 4.1034 0.062
H 4.0424 -6.1895 4.9574 0.049
H 4.1477 -6.3087 3.2376 0.054
C 3.6862 7.1985 0.9791 -0.247
S 2.4258 6.3431 -0.0350 0.836
O 2.9948 6.0977 -1.3981 -0.559
C 2.5132 4.7934 0.9111 -0.293
H 4.5194 7.6057 0.4031 0.059
H 4.1471 6.5820 1.7481 0.046
H 3.2121 8.0847 1.4040 0.042
H 1.7772 4.0326 0.6292 0.014
H 2.3097 4.9580 1.9734 0.047
H 3.4837 4.2989 0.8230 0.064
C 2.7470 2.3465 3.9663 -0.272
S 3.1761 1.5936 2.4244 0.823
O 4.6923 1.7188 2.5260 -0.571
C 2.8493 -0.1410 2.8942 -0.247
H 3.3759 1.9919 4.7804 0.069
H 1.6768 2.2954 4.1729 0.046
H 3.0554 3.3844 3.8236 0.045
H 1.8379 -0.1253 3.3195 0.034
H 3.4116 -0.4938 3.7669 0.071
H 2.9953 -0.9623 2.1977 0.012
C -3.8639 0.8098 1.6561 -0.270
S -5.2674 1.4689 0.6392 0.846
O -5.2470 0.7076 -0.6542 -0.550
C -6.5525 0.8516 1.7259 -0.277
H -3.8690 -0.2699 1.4888 0.026
H -3.8492 0.9795 2.7277 0.055
H -2.9864 1.1851 1.1317 -0.001
H -6.5932 -0.2465 1.6459 0.057
H -7.5304 1.0617 1.2874 0.051
H -6.4683 1.0362 2.7926 0.057
C -1.2241 0.6422 -1.5032 -0.213
S 0.4891 0.7304 -0.7674 0.863
O 0.3964 1.7707 0.3213 -0.611
C 0.3261 -0.8650 0.0756 -0.255
H -1.2886 -0.0347 -2.3587 0.035
H -1.4943 1.6305 -1.8665 0.044
H -1.9642 0.2467 -0.8109 0.019
H 0.2939 -1.6297 -0.7042 0.061
H -0.4768 -0.9812 0.8032 0.034
H 1.2241 -1.0914 0.6572 0.016
C -1.6272 -2.8915 5.2418 -0.239
S -0.5854 -2.1801 3.9287 0.814
O -1.0366 -3.0068 2.7591 -0.551
C -1.4300 -0.5737 3.7238 -0.271
H -2.6446 -3.1549 4.9591 0.065
H -1.5259 -2.4015 6.2094 0.056
H -1.1480 -3.8705 5.3512 0.045
H -1.0971 -0.0264 2.8303 0.025
H -1.3135 0.2354 4.4491 0.057
H -2.4750 -0.7909 3.4993 0.039
C 1.2034 -3.7654 -4.7891 -0.266
S 0.1938 -2.7241 -5.9053 0.831
O -1.2393 -3.1624 -5.7363 -0.582
C 0.4106 -1.2224 -4.8904 -0.273
H 2.2700 -3.5469 -4.8763 0.049
H 1.0479 -4.8084 -5.0586 0.046
H 0.9629 -3.5866 -3.7413 0.047
H -0.2663 -1.3387 -4.0416 0.034
H 0.0502 -0.4065 -5.5137 0.040
H 1.4055 -1.0215 -4.5028 0.050
C 0.9440 3.7301 -2.5453 -0.267
S 1.5891 3.0940 -4.1159 0.851
O 1.4173 1.5951 -3.9947 -0.583
C 3.3436 3.4351 -3.9160 -0.260
H 1.5712 3.3215 -1.7525 0.031
H -0.0758 3.3586 -2.4784 0.034
H 0.9659 4.8157 -2.4505 0.044
H 3.5439 4.4895 -3.7018 0.050
H 3.6933 3.3421 -4.9472 0.041
H 3.8970 2.8250 -3.2084 0.064
```

Properties
Orbital gap   8.45 eV
Relative energy (zero: lowest compared OMol25 entry of this formula, charge and spin)   158.2 kJ/mol
Energy   -6638.27700 a.u.